# C6H13NO

C6H13NO in the gas phase (ωB97M-V with the def2-TZVPD basis set, the Open Molecules 2025 dataset).

As for the total energy: -366.350118 a.u. The spin multiplicity is 1. The SMILES is C=C(N)[C@@H](O)C(C)C. The value obtained for the highest occupied orbital energy is -9.0 eV. The calculation puts the largest force on an atom at 5.75 eV/Å. Its charge is 0. The calculation puts the HOMO-LUMO gap at 9.923 eV.

Cartesian coordinates (Å):
C 0.7566 0.0862 0.4115
C -0.5387 -0.9921 0.0474
C -1.9060 -0.3344 0.1915
C -0.3978 -2.1439 1.0424
C 0.7848 0.9945 -0.7435
N 1.7974 2.1102 -0.2441
C 0.3770 1.0003 -2.0055
O 0.4729 0.7199 1.6310
H 0.3040 1.6556 1.4189
H 1.6523 -0.5282 0.4975
H -0.4235 -1.4057 -0.9584
H 1.9339 2.9328 -0.8286
H 2.6983 1.7350 0.0530
H -2.0336 0.0973 1.1893
H -2.0664 0.4533 -0.5487
H 0.5588 -2.6606 0.9180
H -0.4675 -1.7915 2.0762
H -2.7075 -1.0701 0.0538
H -1.1875 -2.8889 0.8883
H 0.6620 1.8008 -2.6782
H -0.2693 0.2294 -2.4118